{
  "formula": "C9H14S",
  "method": "the ωB97M-V functional and the def2-TZVPD basis",
  "smiles": "Cc1ccccc1.CSC",
  "de_lowest_ev": 0.298,
  "orbital_gap_ev": 9.170,
  "e_lumo_ev": 0.85,
  "species": ["C", "C", "C", "C", "C", "C", "C", "H", "H", "H", "H", "H", "H", "H", "H", "C", "C", "S", "H", "H", "H", "H", "H", "H"],
  "positions_angstrom": [[-3.305, 0.476, 0.225], [-1.378, 2.051, 0.759], [-2.020, 0.831, 0.936], [-0.238, 2.370, 1.491], [0.291, 1.493, 2.405], [-1.479, -0.057, 1.858], [-0.319, 0.255, 2.557], [-1.667, 2.787, 0.011], [0.220, 3.342, 1.332], [-4.041, 1.281, 0.348], [-3.664, -0.499, 0.541], [1.118, 1.714, 3.064], [-2.078, -0.922, 2.106], [-0.001, -0.467, 3.294], [-3.146, 0.484, -0.850], [2.836, -0.766, -1.268], [0.471, -1.487, -2.534], [2.182, -2.112, -2.325], [3.784, -1.165, -0.909], [2.965, 0.073, -1.938], [2.140, -0.529, -0.473], [-0.061, -1.828, -1.653], [0.033, -1.864, -3.448], [0.536, -0.398, -2.538]],
  "lowdin_charge": [-0.05, -0.06, -0.29, -0.10, -0.10, -0.06, -0.09, 0.11, 0.10, 0.08, 0.07, 0.10, 0.10, 0.10, 0.07, -0.41, -0.42, 0.69, 0.02, 0.02, 0.03, 0.02, 0.02, 0.03]
}